The following is a quantum chemistry calculation of one molecule with the formula C5H5NO, from the Open Molecules 2025 dataset.

The geometry in XYZ format:
```
12
Properties=species:S:1:pos:R:3
N 1.580 2.105 -1.405
C 1.213 1.069 -1.041
C 0.755 -0.267 -0.620
O 1.205 -0.653 0.721
C 0.167 -0.703 1.571
C -0.852 0.268 0.995
C -0.733 -0.454 -0.336
H 1.167 -1.002 -1.314
H -0.735 -1.513 0.038
H -1.853 0.259 1.432
H -0.421 1.281 1.062
H -1.494 -0.389 -1.103
```

* energy relative to the best compared isomer or geometry (same formula, charge and spin): 395.3 kJ/mol
* total charge: 0
* LUMO: 0.210 eV
* Kohn-Sham gap: 0.3415 Ha

So, what does the Löwdin scheme give us? The charges, in e, come out as: atom 1 (N): 0.170, atom 2 (C): -0.141, atom 3 (C): -0.272, atom 4 (O): -0.083, atom 5 (C): 0.017, atom 6 (C): -0.180, atom 7 (C): -0.155, atom 8 (H): 0.158, atom 9 (H): 0.122, atom 10 (H): 0.112, atom 11 (H): 0.124, atom 12 (H): 0.127



The following is a quantum chemistry calculation of C6H6LiO2Sr as an isolated structure, from the Open Molecules 2025 dataset.

The geometry in XYZ format:
```
16
Properties=species:S:1:pos:R:3
C -1.291 -1.360 -1.940
C -0.089 -1.239 -1.345
C 0.216 -1.294 0.093
H -1.369 -1.309 -3.026
H -2.208 -1.562 -1.379
H 0.790 -1.047 -1.966
H 1.261 -1.450 0.375
C -0.667 -1.701 1.023
O -1.425 -2.011 1.829
O -0.117 2.047 0.366
C 0.765 1.664 1.083
C 1.657 0.913 1.664
Li -1.131 0.952 -0.982
Sr -0.477 5.251 0.193
H 2.571 1.525 1.306
H 1.516 0.622 2.705
```

* total charge: +2
* LUMO (alpha / beta): -6.916 / -7.698 eV
* 2S+1: 2
* Kohn-Sham gap (alpha / beta): 0.2231 / 0.2711 Ha

So, what does the Löwdin scheme give us? The charges, in e, come out as: atom 1 (C): -0.022, atom 2 (C): -0.229, atom 3 (C): -0.140, atom 4 (H): 0.079, atom 5 (H): 0.082, atom 6 (H): 0.121, atom 7 (H): 0.126, atom 8 (C): -0.132, atom 9 (O): 0.272, atom 10 (O): -0.133, atom 11 (C): -0.297, atom 12 (C): 0.085, atom 13 (Li): 0.711, atom 14 (Sr): 1.200, atom 15 (H): 0.155, atom 16 (H): 0.120